(1)
Formula: C11H16N
Source: the Open Molecules 2025 dataset
Level of theory: the ωB97M-V functional and the def2-TZVPD basis

Its structure (SMILES) is CC1=C2CC(=C[N+](C)=C1)C[C@H]2C. The charge is +1. The LUMO energy comes out at -5.046 eV. For the energy above the lowest of the compared OMol25 structures with the same formula, charge and spin, the calculation gives 464.6 kJ/mol. As for the multiplicity: 1.

Last columns: bonded neighbours and bond lengths (Å).
Positions of all 28 atoms, in Å:
1 N -1.1473 -1.4052 1.0518  C3 1.350, C5 1.396, C8 1.345
2 C 2.1931 2.5349 -0.7096  C12 1.514, H13 1.112, H23 1.107, H27 1.033
3 C -0.3871 -1.7096 -0.0212  N1 1.350, C10 1.429, H16 1.092
4 C 0.0555 -1.1473 -2.3754  C10 1.548, H17 1.130, H20 1.169, H24 1.042
5 C -2.0700 -2.4016 1.3748  N1 1.396, H18 1.040, H21 1.077, H28 1.196
6 C 1.1783 0.2154 -0.4804  C9 1.626, C10 1.409, C12 1.536
7 C -0.1739 1.9120 0.4159  C11 1.450, C12 1.577, H25 1.122, H26 1.189
8 C -1.3776 -0.2108 1.6252  N1 1.345, C11 1.488, H19 1.107
9 C 1.1030 0.1628 1.1428  C6 1.626, C11 1.473, H15 1.126, H22 1.139
10 C 0.3854 -0.8756 -0.8871  C3 1.429, C4 1.548, C6 1.409
11 C -0.2744 0.6826 1.1787  C7 1.450, C8 1.488, C9 1.473
12 C 0.9212 1.7130 -0.7013  C2 1.514, C6 1.536, C7 1.577, H14 1.112
13 H 2.9045 2.4847 0.1440  C2 1.112
14 H 0.3825 1.9162 -1.6531  C12 1.112
15 H 1.7465 0.8404 1.7713  C9 1.126
16 H -0.7712 -2.6636 -0.3891  C3 1.092
17 H 0.8936 -0.6784 -2.9711  C4 1.130
18 H -2.4035 -2.2676 2.3508  C5 1.040
19 H -2.3011 -0.0403 2.2115  C8 1.107
20 H -1.0339 -0.7544 -2.5341  C4 1.169
21 H -2.9546 -2.4361 0.7619  C5 1.077
22 H 1.1470 -0.9635 1.3046  C9 1.139
23 H 2.8113 2.1708 -1.5533  C2 1.107
24 H -0.0548 -2.1066 -2.7664  C4 1.042
25 H 0.1253 2.6714 1.1852  C7 1.122
26 H -1.2057 2.3467 0.0160  C7 1.189
27 H 1.8654 3.4897 -0.9303  C2 1.033
28 H -1.5577 -3.4800 1.4379  C5 1.196

***

(2)
Formula: C11H16N2O2
Source: the Open Molecules 2025 dataset
Level of theory: the ωB97M-V functional and the def2-TZVPD basis

Its structure (SMILES) is C[C@](N)(C(=O)O)[C@](C)(N)c1ccccc1. The charge is 0. The LUMO energy comes out at 0.696 eV. For the energy above the lowest of the compared OMol25 structures with the same formula, charge and spin, the calculation gives 206.2 kJ/mol. As for the multiplicity: 1.

Last columns: bonded neighbours and bond lengths (Å).
Positions of all 31 atoms, in Å:
1 O 2.5747 0.7297 -2.1015  C10 1.368, H23 0.981
2 O 0.5286 0.0274 -2.5852  C10 1.223
3 N 1.7886 2.2592 -0.0409  C15 1.517, H17 1.029, H28 1.044
4 N 2.0699 -0.6816 0.4991  C8 1.603, H19 1.095, H30 1.045
5 C -2.8894 -1.2613 0.3807  C6 1.348, C13 1.397, H31 1.118
6 C -2.7564 -2.4164 -0.3014  C5 1.348, C14 1.394, H16 1.072
7 C 0.7600 0.6026 2.0118  C8 1.478, H18 1.087, H21 1.099, H27 1.074
8 C 0.7045 0.1525 0.6046  N4 1.603, C7 1.478, C9 1.528, C15 1.557
9 C -0.4870 -0.7838 0.4067  C8 1.528, C11 1.462, C13 1.401
10 C 1.2349 0.6802 -1.8300  O1 1.368, O2 1.223, C15 1.548
11 C -0.3855 -2.0441 -0.3283  C9 1.462, C14 1.363, H26 1.072
12 C -0.5557 1.9497 -0.8427  C15 1.505, H20 1.118, H22 1.106, H29 1.043
13 C -1.7940 -0.5260 0.8411  C5 1.397, C9 1.401, H24 1.118
14 C -1.4591 -2.8441 -0.5813  C6 1.394, C11 1.363, H25 1.038
15 C 0.7349 1.2633 -0.4859  N3 1.517, C8 1.557, C10 1.548, C12 1.505
16 H -3.6743 -2.8648 -0.6259  C6 1.072
17 H 1.2012 3.0898 0.1115  N3 1.029
18 H 0.2425 -0.0548 2.7054  C7 1.087
19 H 2.1890 -1.1898 -0.4635  N4 1.095
20 H -0.5289 2.6480 -1.7158  C12 1.118
21 H 1.7715 0.7582 2.4123  C7 1.099
22 H -0.9017 2.5820 -0.0038  C12 1.106
23 H 2.8857 1.4607 -1.5253  O1 0.981
24 H -1.9398 0.4864 1.2916  C13 1.118
25 H -1.2886 -3.6677 -1.1894  C14 1.038
26 H 0.5416 -2.5507 -0.5121  C11 1.072
27 H 0.3310 1.5821 2.1116  C7 1.074
28 H 2.3198 1.8695 0.7684  N3 1.044
29 H -1.2324 1.1957 -1.0920  C12 1.043
30 H 1.9113 -1.3843 1.2557  N4 1.045
31 H -3.8968 -1.0676 0.8248  C5 1.118

***

(3)
Formula: C11H16N2O8
Source: the Open Molecules 2025 dataset
Level of theory: the ωB97M-V functional and the def2-TZVPD basis

Its structure (SMILES) is CC(=O)N[C@@H](CC(=O)O)C(=O)N[C@@H](CCC(=O)O)C(=O)O. The charge is 0. The LUMO energy comes out at 0.462 eV. For the energy above the lowest of the compared OMol25 structures with the same formula, charge and spin, the calculation gives 0.0 kJ/mol. As for the multiplicity: 1.

Last columns: bonded neighbours and bond lengths (Å).
Positions of all 37 atoms, in Å:
1 O -3.1422 2.0397 -0.3621  C14 1.334, H29 0.970
2 O 2.7747 -1.5219 0.2293  C12 1.211
3 O -0.0335 -1.0381 1.8412  C13 1.212
4 O -0.3261 -0.9340 -2.0168  C21 1.213
5 O 1.6705 3.2207 0.0893  C17 1.212
6 O -4.7724 0.5403 -0.6235  C14 1.199
7 O 4.4416 -0.5430 -0.8533  C12 1.327, H35 0.972
8 O 0.3679 -2.7563 0.4838  C13 1.313, H32 0.989
9 N 1.3127 1.0206 0.4223  C11 1.441, C17 1.357, H27 1.015
10 N -1.2043 0.3465 -0.3754  C19 1.439, C21 1.345, H25 1.009
11 C 1.1045 0.7126 -0.9698  N9 1.441, C16 1.547, C21 1.540, H23 1.100
12 C 3.1519 -0.7794 -0.6493  O2 1.211, O7 1.327, C16 1.501
13 C -0.4280 -1.9594 1.1596  O3 1.212, O8 1.313, C15 1.514
14 C -3.6093 0.7957 -0.4802  O1 1.334, O6 1.199, C19 1.524
15 C -1.8885 -2.3189 0.9898  C13 1.514, C20 1.527, H24 1.090, H28 1.092
16 C 2.2857 -0.0398 -1.6264  C11 1.547, C12 1.501, H33 1.097, H34 1.088
17 C 1.5881 2.2790 0.8484  O5 1.212, N9 1.357, C18 1.511
18 C 1.7857 2.3700 2.3435  C17 1.511, H26 1.088, H31 1.086, H37 1.087
19 C -2.5118 -0.2548 -0.3636  N10 1.439, C14 1.524, C20 1.542, H22 1.097
20 C -2.7686 -1.0731 0.9178  C15 1.527, C19 1.542, H30 1.090, H36 1.092
21 C -0.2086 -0.0628 -1.1815  O4 1.213, N10 1.345, C11 1.540
22 H -2.5703 -0.9167 -1.2369  C19 1.097
23 H 0.9948 1.6815 -1.4781  C11 1.100
24 H -1.9873 -2.9295 0.0927  C15 1.090
25 H -1.0214 1.0727 0.3009  N10 1.009
26 H 2.7836 2.0117 2.5893  C18 1.088
27 H 1.1930 0.2719 1.0964  N9 1.015
28 H -2.1843 -2.9191 1.8530  C15 1.092
29 H -3.8631 2.6856 -0.4327  O1 0.970
30 H -3.8197 -1.3626 0.9300  C20 1.090
31 H 1.7013 3.4054 2.6595  C18 1.086
32 H 1.3049 -2.4410 0.5089  O8 0.989
33 H 1.8448 -0.7747 -2.3114  C16 1.097
34 H 2.9218 0.6400 -2.1898  C16 1.088
35 H 4.9962 -1.0382 -0.2276  O7 0.972
36 H -2.5659 -0.4430 1.7867  C20 1.092
37 H 1.0594 1.7549 2.8676  C18 1.087

***

(4)
Formula: C11H16N4O5S
Source: the Open Molecules 2025 dataset
Level of theory: the ωB97M-V functional and the def2-TZVPD basis

Its structure (SMILES) is CCOC(=O)CNc1nnc(SCC(=O)OCC)[nH]c1=O. The charge is 0. The LUMO energy comes out at 0.600 eV. For the energy above the lowest of the compared OMol25 structures with the same formula, charge and spin, the calculation gives 11.6 kJ/mol. As for the multiplicity: 1.

Last columns: bonded neighbours and bond lengths (Å).
Positions of all 37 atoms, in Å:
1 S 4.3006 1.8251 -0.3485  C12 1.810, C20 1.746
2 O -3.4944 -0.4923 0.4751  C16 1.433, C21 1.330
3 O 3.1044 -1.6462 0.7137  C14 1.430, C17 1.326
4 O -2.8604 1.0200 -1.0643  C21 1.201
5 O 3.0376 -0.7493 -1.3488  C17 1.201
6 O 0.0509 4.3416 -0.5976  C19 1.212
7 N -1.2978 2.3537 0.7645  C11 1.350, C18 1.435, H31 1.013
8 N 1.9802 3.1395 -0.4534  C19 1.376, C20 1.371, H29 1.014
9 N 1.9875 1.0628 0.6282  N10 1.338, C20 1.285
10 N 0.6740 1.1519 0.8670  N9 1.338, C11 1.303
11 C 0.0126 2.2053 0.4779  N7 1.350, N10 1.303, C19 1.482
12 C 4.5296 0.1577 0.3182  S1 1.810, C17 1.523, H27 1.090, H32 1.088
13 C 2.5857 -3.7509 -0.4148  C14 1.522, H28 1.087, H33 1.086, H37 1.088
14 C 2.0598 -2.5646 0.3801  O3 1.430, C13 1.522, H24 1.091, H36 1.094
15 C -5.6533 -0.5825 -0.6593  C16 1.521, H23 1.086, H26 1.087, H35 1.087
16 C -4.2739 -1.2026 -0.4951  O2 1.433, C15 1.521, H25 1.094, H30 1.091
17 C 3.4514 -0.7722 -0.2218  O3 1.326, O5 1.201, C12 1.523
18 C -2.0974 1.2503 1.2135  N7 1.435, C21 1.527, H22 1.092, H34 1.094
19 C 0.6363 3.3435 -0.2370  O6 1.212, N8 1.376, C11 1.482
20 C 2.5962 1.9985 -0.0091  S1 1.746, N8 1.371, N9 1.285
21 C -2.8530 0.5962 0.0590  O2 1.330, O4 1.201, C18 1.527
22 H -1.4323 0.5141 1.6699  C18 1.092
23 H -6.2400 -1.1803 -1.3506  C15 1.086
24 H 1.6512 -2.8809 1.3415  C14 1.091
25 H -3.7386 -1.1977 -1.4498  C16 1.094
26 H -5.5639 0.4257 -1.0561  C15 1.087
27 H 5.5122 -0.1687 -0.0233  C12 1.090
28 H 2.9754 -3.4138 -1.3720  C13 1.087
29 H 2.5035 3.8431 -0.9624  N8 1.014
30 H -4.3413 -2.2213 -0.1090  C16 1.091
31 H -1.7581 3.0955 0.2505  N7 1.013
32 H 4.4914 0.1874 1.4052  C12 1.088
33 H 1.7787 -4.4557 -0.5928  C13 1.086
34 H -2.8247 1.5892 1.9577  C18 1.094
35 H -6.1653 -0.5427 0.2991  C15 1.087
36 H 1.2958 -2.0279 -0.1904  C14 1.094
37 H 3.3794 -4.2514 0.1349  C13 1.088

***

Number 1: HOMO -12.48 eV. Number 2: HOMO -9.15 eV. Number 3: HOMO -9.71 eV. Number 4: HOMO -8.23 eV.